Entry 1:
# C17H42HgN2O6

A molecular structure, C17H42HgN2O6 at a distorted geometry (the ωB97M-V functional and the def2-TZVPD basis, OMol25).

Total energy ... -37742.565 eV
Gap between HOMO and LUMO ... 7.59 eV
Multiplicity ... 1
Lowest unoccupied orbital energy ... 0.653 eV

Each line ends with the Löwdin charge.
Atoms and positions in Å:
Hg -6.898 -14.017 23.557  1.21
C -5.734 -17.444 26.834  -0.10
C -5.542 -16.043 26.138  -0.43
O -6.420 -15.848 25.038  -0.41
H -6.640 -17.422 27.440  0.05
H -4.891 -17.652 27.493  0.05
H -5.897 -18.281 26.156  0.06
H -4.586 -16.157 25.627  0.07
H -5.461 -15.199 26.823  0.06
C -9.142 -11.634 20.676  -0.08
C -7.794 -12.323 20.369  -0.55
C -6.850 -11.414 19.489  -0.09
O -7.055 -12.713 21.568  -0.40
H -9.485 -11.271 19.708  0.07
H -9.037 -10.719 21.258  0.06
H -9.820 -12.249 21.269  0.05
H -7.921 -13.145 19.665  0.10
H -6.526 -10.525 20.029  0.06
H -7.482 -11.191 18.629  0.06
H -5.894 -11.840 19.185  0.06
C -9.236 -11.670 24.181  -0.09
O -8.935 -13.046 24.126  -0.30
C -10.051 -13.874 24.205  -0.20
C -9.491 -15.299 24.185  -0.14
N -8.621 -15.484 22.961  -0.13
C -9.286 -15.423 21.649  -0.12
C -9.994 -16.828 21.425  -0.17
O -11.241 -17.192 22.095  -0.20
C -11.686 -18.456 21.713  -0.14
H -9.658 -11.150 23.321  0.07
H -8.339 -11.054 24.245  0.08
H -9.779 -11.370 25.077  0.10
H -10.664 -13.681 23.325  0.12
H -10.560 -13.633 25.138  0.13
H -10.212 -16.110 24.085  0.11
H -8.988 -15.435 25.143  0.10
H -7.920 -16.206 23.049  0.10
H -8.506 -15.343 20.893  0.11
H -9.985 -14.590 21.570  0.11
H -9.277 -17.632 21.593  0.11
H -10.136 -16.968 20.353  0.11
H -10.889 -19.188 21.844  0.09
H -12.081 -18.395 20.699  0.08
H -12.620 -18.722 22.206  0.09
C -4.754 -15.331 21.044  -0.08
O -4.714 -14.860 22.413  -0.29
C -3.632 -13.880 22.628  -0.14
C -3.889 -13.100 23.950  -0.17
N -5.249 -12.521 24.113  -0.11
C -5.424 -11.578 25.282  -0.14
C -5.908 -12.331 26.577  -0.18
O -7.132 -12.917 26.067  -0.25
C -7.823 -13.298 27.240  -0.11
H -4.717 -14.547 20.287  0.08
H -5.575 -16.042 20.954  0.09
H -3.827 -15.890 20.917  0.08
H -3.549 -13.149 21.824  0.12
H -2.780 -14.552 22.731  0.12
H -3.177 -12.278 24.021  0.11
H -3.577 -13.612 24.860  0.12
H -5.359 -11.842 23.373  0.10
H -6.291 -10.971 25.021  0.10
H -4.564 -10.952 25.518  0.12
H -6.074 -11.552 27.321  0.12
H -5.151 -13.021 26.948  0.11
H -7.320 -14.116 27.756  0.09
H -8.738 -13.850 27.022  0.09
H -7.988 -12.495 27.957  0.09

---

Entry 2:
# C17H43BN2O4

3 unconnected molecules or ions with the total composition C17H43BN2O4 (the ωB97M-V functional and the def2-TZVPD basis, OMol25).

Total energy ... -30169.110 eV
Energy relative to the best compared isomer or geometry (same formula, charge and spin) ... 0.302 eV
Structure (SMILES) ... B[C@H](C)CCC.COCCNCCOC.COCCNCCOC
Gap between HOMO and LUMO ... 9.21 eV
Multiplicity ... 1
Lowest unoccupied orbital energy ... 0.597 eV

Each line ends with the Löwdin charge.
Atoms and positions in Å:
B 3.691 -2.788 -4.513  0.02
C 3.039 -1.741 -5.466  -0.41
C 3.986 -0.514 -5.379  -0.08
C 1.632 -1.312 -5.026  -0.23
C 0.566 -2.393 -5.185  -0.25
C -0.851 -1.803 -5.248  -0.10
H 4.389 -3.644 -4.972  0.03
H 3.553 -2.709 -3.330  0.04
H 3.021 -2.110 -6.494  0.12
H 3.540 0.345 -5.876  0.08
H 4.962 -0.743 -5.808  0.08
H 4.161 -0.272 -4.327  0.08
H 1.659 -0.944 -3.996  0.12
H 1.350 -0.447 -5.642  0.11
H 0.601 -3.048 -4.309  0.11
H 0.740 -3.002 -6.074  0.11
H -0.868 -0.867 -5.810  0.07
H -1.210 -1.559 -4.248  0.06
H -1.522 -2.519 -5.723  0.07
C -3.014 1.869 1.688  -0.11
O -3.822 1.868 0.522  -0.19
C -3.893 3.105 -0.168  -0.22
C -3.102 3.065 -1.459  -0.22
N -1.669 3.014 -1.201  -0.05
C -0.837 2.675 -2.350  -0.20
C -1.072 1.352 -3.073  -0.23
O -0.698 0.198 -2.343  -0.20
C -1.628 -0.229 -1.365  -0.09
H -3.243 0.969 2.245  0.08
H -1.949 1.856 1.445  0.06
H -3.229 2.739 2.316  0.09
H -3.561 3.932 0.468  0.12
H -4.945 3.274 -0.416  0.12
H -3.325 3.964 -2.043  0.12
H -3.460 2.198 -2.030  0.10
H -1.489 2.349 -0.462  0.07
H 0.200 2.671 -2.004  0.12
H -0.920 3.483 -3.085  0.12
H -0.428 1.355 -3.957  0.12
H -2.100 1.254 -3.445  0.11
H -2.660 -0.068 -1.686  0.09
H -1.464 0.265 -0.403  0.07
H -1.472 -1.298 -1.214  0.09
C 2.295 0.790 6.992  -0.11
O 2.693 0.044 5.860  -0.19
C 2.551 -1.364 5.986  -0.22
C 1.410 -1.895 5.145  -0.22
N 0.116 -1.485 5.672  -0.05
C -1.020 -1.708 4.784  -0.20
C -1.021 -1.067 3.400  -0.22
O -1.174 0.340 3.389  -0.22
C -0.002 1.081 3.673  -0.09
H 2.688 1.798 6.870  0.09
H 1.205 0.858 7.085  0.07
H 2.702 0.364 7.913  0.09
H 2.433 -1.653 7.034  0.12
H 3.479 -1.810 5.617  0.12
H 1.459 -2.989 5.139  0.12
H 1.576 -1.548 4.116  0.10
H 0.153 -0.504 5.916  0.07
H -1.910 -1.348 5.307  0.12
H -1.147 -2.788 4.656  0.12
H -1.898 -1.455 2.873  0.12
H -0.149 -1.358 2.801  0.11
H 0.892 0.602 3.266  0.09
H 0.127 1.243 4.746  0.07
H -0.115 2.061 3.206  0.09

---

Entry 3:
# C17H43O19S5V

A molecular structure, C17H43O19S5V at a distorted geometry (the ωB97M-V functional and the def2-TZVPD basis, OMol25).

Total energy ... -137079.350 eV
Gap between HOMO and LUMO (spin up / spin down) ... 8.00 / 3.84 eV
Multiplicity ... 2
Lowest unoccupied orbital energy (spin up / spin down) ... -5.150 / -9.308 eV
Net charge ... +1

Each line ends with the Löwdin spin population.
Atoms and positions in Å:
O 0.405 1.147 -0.300  0.05
V -0.656 0.015 -0.097  -0.10
O -0.042 -1.384 0.334  0.09
C -4.794 0.369 0.102  0.02
C -3.351 0.355 0.225  0.01
O -2.767 -0.733 0.431  0.49
O -2.569 1.266 -0.132  0.42
H -5.067 -0.223 -0.771  0.00
H -5.252 1.357 0.048  0.01
H -5.121 -0.085 1.038  0.00
O 0.734 -5.592 0.077  0.00
S 0.073 -5.709 1.428  0.00
O -0.191 -7.017 2.050  0.00
O 1.109 -4.966 2.495  0.00
C 1.804 -3.752 2.084  0.00
C 3.117 -3.674 2.795  0.00
C -1.339 -4.621 1.655  0.00
H 1.228 -2.942 2.532  0.00
H 1.906 -3.553 1.017  0.00
H 2.955 -3.825 3.862  0.00
H 3.574 -2.687 2.715  0.00
H 3.767 -4.481 2.456  0.00
H -1.465 -4.534 2.734  0.00
H -2.171 -5.084 1.125  0.00
H -1.118 -3.644 1.225  0.00
O -0.728 2.425 3.879  0.00
S -0.108 1.169 3.565  0.00
O -0.328 0.518 2.298  0.00
O 1.579 1.350 3.818  0.00
C 2.487 0.266 3.444  0.00
C 2.847 -0.450 4.717  0.00
C -0.620 -0.105 4.928  0.00
H 3.392 0.701 3.019  0.00
H 2.113 -0.482 2.744  0.00
H 1.991 -1.056 5.017  0.00
H 3.127 0.213 5.535  0.00
H 3.678 -1.155 4.702  0.00
H -0.245 -1.095 4.668  0.00
H -1.703 -0.216 4.873  0.00
H -0.197 0.211 5.882  0.00
O -1.260 -1.987 -4.415  0.00
S -1.889 -1.576 -3.142  0.00
O -1.168 -0.697 -2.208  0.00
O -3.382 -0.834 -3.381  0.00
C -3.315 0.280 -4.195  0.00
C -3.941 1.474 -3.544  0.00
C -2.550 -3.086 -2.243  0.00
H -3.922 -0.056 -5.036  0.00
H -2.295 0.495 -4.514  0.00
H -4.001 2.272 -4.285  0.00
H -3.280 1.922 -2.802  0.00
H -4.928 1.303 -3.114  0.00
H -2.256 -3.964 -2.817  0.00
H -3.638 -3.015 -2.229  0.00
H -2.129 -3.190 -1.243  0.00
O -1.782 6.194 -1.782  0.00
S -2.561 5.243 -2.600  0.00
O -3.306 5.737 -3.745  0.00
O -1.726 3.939 -3.120  0.00
C -0.816 3.224 -2.331  0.00
C 0.346 3.049 -3.305  0.00
C -3.849 4.409 -1.607  0.00
H -1.216 2.259 -2.020  0.00
H -0.493 3.787 -1.455  0.00
H 1.082 2.503 -2.715  0.00
H 0.894 3.925 -3.653  0.00
H -0.024 2.438 -4.128  0.00
H -3.238 3.830 -0.915  0.00
H -4.334 3.618 -2.180  0.00
H -4.592 5.124 -1.255  0.00
O 5.786 -1.043 1.185  0.00
S 4.870 -0.555 0.134  0.00
O 3.526 -1.118 -0.012  0.00
O 4.775 1.092 0.153  0.00
C 3.921 1.744 -0.784  0.00
C 3.419 2.942 -0.061  0.00
C 5.812 -0.708 -1.447  0.00
H 3.056 1.127 -1.027  0.00
H 4.505 2.048 -1.653  0.00
H 2.861 2.672 0.836  0.00
H 2.780 3.619 -0.630  0.00
H 4.263 3.546 0.271  0.00
H 5.399 -0.037 -2.199  0.00
H 5.674 -1.747 -1.748  0.00
H 6.865 -0.503 -1.252  0.00

---

Entry 4:
# C17H44AlN2O4

A molecular structure, C17H44AlN2O4 (the ωB97M-V functional and the def2-TZVPD basis, OMol25).

Total energy ... -36107.134 eV
Gap between HOMO and LUMO ... 6.94 eV
Multiplicity ... 1
Lowest unoccupied orbital energy ... 2.376 eV
Net charge ... -1

Each line ends with the Löwdin charge.
Atoms and positions in Å:
C 5.402 2.064 3.407  -0.13
C 5.334 3.367 2.595  -0.27
C 4.660 4.566 3.303  -0.23
C 3.463 5.222 2.574  -0.33
C 2.109 4.982 3.263  -0.37
Al 1.228 3.206 2.830  0.19
H 4.679 1.332 3.051  0.04
H 5.161 2.251 4.456  0.06
H 6.397 1.611 3.371  0.05
H 6.348 3.653 2.296  0.09
H 4.788 3.173 1.668  0.08
H 4.326 4.232 4.290  0.09
H 5.418 5.334 3.493  0.09
H 3.669 6.296 2.461  0.08
H 3.442 4.826 1.550  0.08
H 2.249 5.047 4.351  0.02
H 1.412 5.790 3.005  0.02
H 0.204 3.401 1.557  -0.12
H 0.406 2.649 4.141  -0.15
H 2.389 2.121 2.412  -0.13
C -3.641 -0.545 -2.962  -0.12
O -2.703 0.505 -2.974  -0.19
C -3.233 1.776 -3.328  -0.22
C -3.209 2.733 -2.158  -0.22
N -4.136 2.313 -1.122  -0.06
C -4.108 3.120 0.095  -0.21
C -2.809 3.159 0.888  -0.25
O -2.470 1.913 1.459  -0.19
C -1.668 1.083 0.650  -0.13
H -3.087 -1.466 -2.786  0.08
H -4.393 -0.428 -2.174  0.08
H -4.164 -0.627 -3.922  0.08
H -4.259 1.662 -3.695  0.12
H -2.618 2.180 -4.138  0.12
H -3.516 3.720 -2.522  0.12
H -2.171 2.826 -1.811  0.11
H -3.937 1.351 -0.878  0.08
H -4.895 2.745 0.754  0.11
H -4.379 4.149 -0.172  0.11
H -2.938 3.855 1.720  0.12
H -1.965 3.533 0.298  0.09
H -1.026 1.673 -0.009  0.08
H -2.261 0.387 0.041  0.07
H -1.022 0.506 1.313  0.08
C -0.120 -2.511 0.333  -0.11
O 0.877 -3.482 0.084  -0.19
C 0.678 -4.725 0.739  -0.22
C 0.454 -5.823 -0.277  -0.22
N -0.806 -5.632 -0.974  -0.05
C -1.034 -6.516 -2.105  -0.21
C -0.085 -6.415 -3.296  -0.23
O -0.195 -5.205 -4.021  -0.18
C 0.599 -4.132 -3.550  -0.10
H 0.219 -1.579 -0.114  0.09
H -1.087 -2.786 -0.106  0.08
H -0.264 -2.350 1.405  0.09
H -0.174 -4.662 1.423  0.12
H 1.574 -4.952 1.324  0.12
H 0.426 -6.788 0.242  0.12
H 1.329 -5.838 -0.944  0.11
H -0.879 -4.668 -1.272  0.08
H -2.047 -6.337 -2.475  0.12
H -1.006 -7.550 -1.741  0.12
H -0.348 -7.211 -3.998  0.12
H 0.958 -6.573 -2.995  0.11
H 1.554 -4.489 -3.151  0.09
H 0.106 -3.547 -2.770  0.07
H 0.794 -3.477 -4.399  0.09

---

Entry 5:
# C17H44N3OS

3 unconnected molecules or ions with the total composition C17H44N3OS at a distorted geometry (the ωB97M-V functional and the def2-TZVPD basis, OMol25).

Total energy ... -35683.842 eV
Energy relative to the best compared isomer or geometry (same formula, charge and spin) ... 2.871 eV
Gap between HOMO and LUMO ... 7.09 eV
Multiplicity ... 1
Lowest unoccupied orbital energy ... -3.050 eV
Net charge ... +1

Each line ends with the Löwdin charge.
Atoms and positions in Å:
C -0.275 -1.297 0.730  -0.07
C 0.430 -0.625 -0.610  -0.18
O 1.195 0.585 -0.274  -0.13
N 0.707 1.683 -0.887  -0.04
C -0.372 2.274 0.004  -0.38
S -2.073 2.334 -0.779  0.82
C -3.327 1.313 0.210  -0.49
C -3.987 0.251 -0.898  -0.18
H -1.064 -0.488 1.105  0.06
H 0.520 -1.578 1.544  0.10
H -0.893 -2.236 0.332  0.12
H 1.207 -1.390 -1.084  0.15
H -0.432 -0.456 -1.400  0.14
H 1.515 2.375 -0.928  0.21
H 0.400 1.504 -1.871  0.17
H -0.445 1.619 0.971  0.12
H -0.045 3.394 0.215  0.13
H -2.861 0.770 1.136  0.07
H -4.211 2.000 0.616  0.10
H -3.088 -0.039 -1.624  0.06
H -4.462 -0.696 -0.398  0.09
H -4.752 0.890 -1.524  0.09
C 3.041 4.361 -4.614  -0.08
C 2.838 2.912 -4.179  -0.28
N 2.744 1.965 -5.293  -0.19
C 2.271 0.639 -4.885  -0.25
C 3.156 -0.167 -3.940  -0.09
C 3.858 1.963 -6.242  -0.24
C 5.255 1.688 -5.693  -0.08
H 2.257 4.679 -5.310  0.09
H 3.001 5.021 -3.741  0.07
H 4.012 4.512 -5.091  0.07
H 1.901 2.883 -3.609  0.09
H 3.638 2.639 -3.481  0.09
H 2.068 0.034 -5.778  0.12
H 1.290 0.761 -4.406  0.09
H 4.024 -0.581 -4.455  0.06
H 2.589 -1.017 -3.541  0.06
H 3.501 0.422 -3.085  0.06
H 3.881 2.936 -6.747  0.11
H 3.651 1.249 -7.049  0.12
H 5.464 2.242 -4.774  0.07
H 6.005 1.991 -6.431  0.08
H 5.411 0.624 -5.502  0.06
C -1.597 -2.684 7.563  -0.09
C -2.650 -2.672 6.458  -0.27
N -2.387 -1.696 5.398  -0.19
C -3.531 -1.493 4.504  -0.25
C -3.982 -2.676 3.654  -0.09
C -1.087 -1.791 4.733  -0.25
C -0.732 -3.112 4.058  -0.09
H -1.466 -1.686 7.997  0.08
H -1.907 -3.360 8.366  0.08
H -0.627 -3.034 7.200  0.06
H -3.606 -2.426 6.937  0.12
H -2.752 -3.687 6.058  0.10
H -3.329 -0.641 3.841  0.10
H -4.386 -1.171 5.114  0.11
H -3.300 -2.858 2.821  0.05
H -4.965 -2.462 3.218  0.07
H -4.080 -3.597 4.237  0.07
H -0.307 -1.568 5.470  0.10
H -0.992 -0.983 3.994  0.10
H -0.970 -3.980 4.680  0.07
H 0.345 -3.144 3.858  0.07
H -1.235 -3.223 3.096  0.04

---

Entry 6:
# C17H44O17P2S5

5 unconnected molecules or ions with the total composition C17H44O17P2S5 at a distorted geometry (the ωB97M-V functional and the def2-TZVPD basis, OMol25).

Total energy ... -125901.699 eV
Energy relative to the best compared isomer or geometry (same formula, charge and spin) ... 0.163 eV
Structure (SMILES) ... CP(C)[C@H]1OS(=O)(=O)O[C@@H]1P(C)O.CCOS(C)(=O)=O.CCOS(C)(=O)=O.CCOS(C)(=O)=O.CCOS(C)(=O)=O
Gap between HOMO and LUMO ... 8.29 eV
Multiplicity ... 1
Lowest unoccupied orbital energy ... 0.273 eV

Each line ends with the Löwdin charge.
Atoms and positions in Å:
C -0.396 -2.544 -3.419  -0.29
P -0.829 -2.075 -1.711  0.95
C -1.712 -0.463 -1.795  -0.27
C 0.784 -1.861 -0.756  -0.48
O 1.971 -1.931 -1.600  -0.22
S 2.348 -0.455 -2.066  0.57
O 1.895 -0.152 -3.375  -0.21
O 3.725 -0.261 -1.741  -0.25
O 1.435 0.334 -1.039  -0.20
C 0.982 -0.563 -0.005  -0.45
P 2.270 -0.740 1.375  0.92
C 1.541 0.101 2.814  -0.25
O 3.398 0.406 1.049  -0.31
H -1.258 -2.307 -4.041  0.04
H -0.258 -3.623 -3.441  0.03
H 0.483 -2.055 -3.835  0.02
H -1.616 0.017 -2.770  0.05
H -1.345 0.235 -1.045  0.02
H -2.763 -0.665 -1.600  0.02
H 0.800 -2.705 -0.070  0.10
H 0.037 -0.230 0.426  0.11
H 2.368 0.155 3.520  0.04
H 1.252 1.121 2.545  0.03
H 0.699 -0.444 3.236  0.03
H 3.978 0.101 0.337  0.03
O 9.298 3.688 -2.349  -0.27
S 7.934 4.107 -2.457  0.56
O 7.139 4.217 -1.272  -0.28
O 7.197 3.191 -3.517  -0.26
C 7.293 1.751 -3.351  -0.23
C 6.437 1.239 -2.216  -0.08
C 7.834 5.614 -3.357  -0.12
H 8.342 1.480 -3.229  0.11
H 6.954 1.356 -4.306  0.12
H 6.809 1.590 -1.254  0.08
H 6.442 0.150 -2.214  0.08
H 5.409 1.576 -2.328  0.07
H 8.424 5.521 -4.264  0.07
H 8.240 6.389 -2.711  0.08
H 6.790 5.815 -3.580  0.07
O -2.152 -3.110 2.562  -0.28
S -2.697 -2.214 3.533  0.54
O -1.856 -1.690 4.566  -0.28
O -3.986 -2.878 4.179  -0.27
C -3.844 -4.213 4.724  -0.25
C -3.120 -4.233 6.052  -0.07
C -3.511 -0.885 2.718  -0.11
H -3.352 -4.844 3.982  0.11
H -4.869 -4.562 4.834  0.12
H -2.078 -3.935 5.945  0.07
H -3.149 -5.243 6.463  0.08
H -3.594 -3.552 6.758  0.09
H -4.160 -1.291 1.944  0.05
H -2.730 -0.267 2.280  0.07
H -4.073 -0.318 3.456  0.08
O -5.761 -3.511 -2.098  -0.27
S -6.283 -2.680 -1.058  0.56
O -5.395 -2.158 -0.061  -0.29
O -7.483 -3.433 -0.348  -0.26
C -7.222 -4.775 0.141  -0.24
C -6.396 -4.790 1.410  -0.07
C -7.211 -1.357 -1.750  -0.12
H -6.753 -5.353 -0.655  0.12
H -8.214 -5.187 0.316  0.12
H -5.383 -4.431 1.235  0.07
H -6.338 -5.812 1.786  0.08
H -6.852 -4.159 2.172  0.09
H -7.895 -1.760 -2.491  0.08
H -6.493 -0.685 -2.213  0.08
H -7.744 -0.850 -0.950  0.08
O 0.071 2.958 0.628  -0.29
S 0.249 4.219 -0.033  0.55
O 0.387 4.258 -1.454  -0.27
O 1.463 4.966 0.651  -0.26
C 2.721 4.233 0.750  -0.23
C 3.458 4.136 -0.568  -0.06
C -1.025 5.331 0.450  -0.12
H 2.524 3.246 1.171  0.10
H 3.295 4.802 1.477  0.12
H 2.916 3.521 -1.285  0.07
H 4.438 3.687 -0.401  0.07
H 3.596 5.125 -1.005  0.09
H -1.120 5.312 1.532  0.07
H -1.938 4.981 -0.025  0.08
H -0.769 6.324 0.091  0.08